1.
Density functional theory data (the ωB97M-V functional and the def2-TZVPD basis) for a structure of composition C26H42IrN4O5Si in a non-equilibrium geometry.

```
79
C26H42IrN4O5Si (the ωB97M-V functional and the def2-TZVPD basis)
Ir 0.16 0.17 -0.06
C 1.03 5.00 -0.01
N 0.82 4.20 1.20
C 0.97 4.88 2.48
C 0.70 2.88 1.10
O 0.77 2.26 0.04
C 0.55 2.06 2.36
O 0.32 0.69 2.03
C -0.92 0.19 2.59
C -2.14 0.70 1.80
O -1.90 1.27 0.72
N -3.35 0.52 2.30
C -4.52 1.00 1.57
C -3.62 -0.30 3.48
H 0.34 5.84 0.00
H 2.05 5.38 -0.04
H 0.85 4.39 -0.89
H 0.67 5.92 2.34
H 0.32 4.45 3.24
H 2.00 4.86 2.83
H 1.50 2.12 2.91
H -0.24 2.44 3.00
H -0.85 -0.89 2.51
H -0.97 0.45 3.65
H -4.20 1.45 0.64
H -5.20 0.17 1.36
H -5.05 1.74 2.18
H -2.77 -0.31 4.16
H -4.47 0.11 4.01
H -3.84 -1.33 3.20
C 3.39 1.31 -0.52
Si 2.41 -0.29 -0.68
C 3.34 -1.55 0.39
C 4.86 -1.32 0.26
C 3.04 -3.00 0.00
C 2.96 -1.32 1.86
C 2.28 -0.66 -2.54
C 1.64 0.55 -3.24
C 1.45 -1.91 -2.84
C 3.70 -0.86 -3.12
H 4.40 1.15 -0.90
H 3.48 1.62 0.52
H 2.94 2.13 -1.08
H 5.21 -1.36 -0.77
H 5.38 -2.11 0.82
H 5.17 -0.36 0.69
H 3.39 -3.23 -1.01
H 1.98 -3.23 0.06
H 3.56 -3.68 0.69
H 3.17 -0.28 2.17
H 3.56 -1.97 2.50
H 1.91 -1.53 2.04
H 0.64 0.77 -2.87
H 1.55 0.35 -4.32
H 2.24 1.45 -3.14
H 0.42 -1.80 -2.49
H 1.86 -2.81 -2.37
H 1.41 -2.09 -3.92
H 4.32 0.02 -2.98
H 3.64 -1.05 -4.20
H 4.21 -1.71 -2.67
O -1.20 -0.19 -1.78
C -2.02 -1.02 -1.38
N -1.77 -1.86 -0.35
C -2.89 -2.68 -0.07
O -2.99 -3.47 0.82
C -3.93 -2.28 -1.10
C -5.21 -2.74 -1.29
C -5.96 -2.14 -2.31
C -5.42 -1.13 -3.09
C -4.11 -0.68 -2.90
C -3.40 -1.28 -1.89
H -5.61 -3.54 -0.68
H -6.97 -2.47 -2.49
H -6.02 -0.69 -3.88
H -3.68 0.10 -3.51
N -0.08 -2.49 1.20
C -0.49 -1.66 0.34
H -0.71 -3.29 1.32
```

Values from the calculation:
**ΔE to the lowest compared entry with this formula, charge and spin**: 21.4 kcal per mole
**Charge**: +1
**Kohn-Sham gap**: 7.62 eV
**M**: 710.948 g/mol
**LUMO level**: -0.12095 Ha

---

2.
Density functional theory data (the ωB97M-V functional and the def2-TZVPD basis) for a cluster of 7 separate species, C26H42O21 in total in a non-equilibrium geometry.

```
89
C26H42O21 (the ωB97M-V functional and the def2-TZVPD basis)
C -3.09 -1.34 3.34
C -2.50 -2.66 2.84
C -3.23 -3.40 1.81
O -2.15 -3.82 1.02
C -1.06 -3.12 1.22
O -0.03 -3.17 0.62
O -1.26 -2.38 2.21
H -3.94 -1.51 4.08
H -3.35 -0.59 2.55
H -2.45 -0.80 4.04
H -2.44 -3.28 3.68
H -3.99 -2.78 1.28
H -3.76 -4.22 2.33
C 0.33 -1.82 5.06
C 1.30 -2.83 4.34
C 2.22 -2.29 3.20
O 3.46 -2.95 3.46
C 3.42 -3.48 4.71
O 4.36 -4.03 5.26
O 2.26 -3.27 5.30
H -0.42 -2.33 5.70
H -0.24 -1.29 4.32
H 0.88 -1.08 5.68
H 0.73 -3.69 3.98
H 2.36 -1.26 3.31
H 1.86 -2.41 2.16
C 0.07 3.92 -1.80
C -0.30 2.79 -2.69
C -1.57 1.99 -2.27
O -2.48 2.18 -3.38
C -2.02 3.01 -4.24
O -2.66 3.41 -5.16
O -0.79 3.33 -3.96
H 1.07 4.23 -2.07
H 0.04 3.63 -0.80
H -0.56 4.79 -2.04
H 0.54 2.13 -2.87
H -1.94 2.43 -1.32
H -1.24 1.01 -2.01
C 1.16 -0.70 -1.37
C 1.03 -1.27 -2.81
C 0.16 -2.56 -2.78
O -0.82 -2.21 -3.72
C -0.72 -1.00 -4.18
O -1.54 -0.50 -4.97
O 0.30 -0.39 -3.66
H 0.22 -0.91 -0.85
H 1.32 0.38 -1.42
H 1.91 -1.24 -0.74
H 1.96 -1.59 -3.26
H -0.36 -2.70 -1.88
H 0.76 -3.49 -3.06
C -5.23 2.08 -1.12
C -5.23 0.59 -0.77
C -5.61 -0.32 -1.94
O -4.50 -1.14 -2.14
C -3.54 -0.84 -1.37
O -2.43 -1.31 -1.42
O -3.96 0.13 -0.48
H -4.86 2.71 -0.38
H -6.22 2.47 -1.33
H -4.63 2.27 -2.02
H -5.93 0.46 0.06
H -5.83 0.14 -2.88
H -6.48 -0.89 -1.77
C 7.08 0.39 0.19
O 6.69 1.69 -0.18
C 5.73 1.88 -1.12
O 4.79 0.89 -1.52
O 5.72 3.12 -1.57
C 4.95 3.40 -2.72
H 7.79 0.39 0.99
H 7.59 -0.22 -0.56
H 6.19 -0.18 0.49
H 5.19 4.40 -3.09
H 3.87 3.39 -2.48
H 5.13 2.69 -3.50
C -1.42 0.79 1.31
O -0.37 1.52 0.73
C 0.91 1.45 1.21
O 1.33 0.44 2.07
O 1.70 2.40 0.74
C 3.12 2.23 0.97
H -1.28 0.80 2.38
H -1.25 -0.25 1.01
H -2.43 1.12 1.04
H 3.65 2.91 0.30
H 3.45 1.29 0.72
H 3.46 2.30 2.00
```

Values from the calculation:
**ΔE to the lowest compared entry with this formula, charge and spin**: 98.8 kcal per mole
**Kohn-Sham gap**: 10.22 eV
**M**: 690.601 g/mol
**SMILES string**: C[C@H]1COC(=O)O1.C[C@H]1COC(=O)O1.C[C@H]1COC(=O)O1.C[C@H]1COC(=O)O1.C[C@H]1COC(=O)O1.COC(=O)OC.COC(=O)OC
**LUMO level**: 0.00146 Ha